(1)
Entry from OMol25: a 2-piece molecular cluster, C10H15N3S overall at a distorted geometry (ωB97M-V with the def2-TZVPD basis set).

Element x y z (Å)
C (4.171749, -0.895935, 0.165895)
C (3.638620, 0.110657, 0.974415)
C (3.406046, -1.340396, -0.865778)
C (2.338239, 0.592149, 0.877635)
C (2.066336, -0.912630, -1.027017)
C (1.526000, 0.001504, -0.113881)
C (-0.459039, 1.539216, -0.198923)
C (-2.166016, -0.016792, 0.017904)
C (-3.064809, -0.215501, 1.302625)
C (-2.889513, -0.560890, -1.222054)
N (-1.808927, 1.392131, 0.008022)
N (0.095343, 0.332432, -0.012267)
N (-0.868770, -0.692404, 0.161013)
S (0.481489, 2.996215, -0.363943)
H (5.220159, -1.231069, 0.350071)
H (4.316511, 0.518284, 1.718396)
H (3.683333, -2.031409, -1.525938)
H (1.828744, 1.302695, 1.640377)
H (1.392266, -1.326941, -1.773431)
H (-2.485982, 0.091640, 2.101520)
H (-3.364881, -1.276332, 1.269774)
H (-3.726313, 0.579506, 1.460522)
H (-2.366472, 0.008565, -2.014782)
H (-3.899854, -0.289211, -1.302425)
H (-2.751566, -1.709034, -1.431632)
H (-2.314389, 2.111935, -0.470636)
H (-0.956286, -1.246095, 1.467876)
H (-0.533785, -1.581442, -0.263147)
H (-0.508239, 3.749154, -0.930186)

Forces on atoms 1 to 2 (eV/Å):
C 0.822 0.855 0.575
C 0.614 0.683 0.812

The value obtained for the molar mass is 209.32 g mol⁻¹. Its net charge is +2. The HOMO-LUMO gap is 7.9 eV. For the relative energy (zero: lowest compared OMol25 entry of this formula, charge and spin), the calculation gives 110.3 kJ/mol.

Atom charges from the natural (NBO) analysis, given in e for atoms 1 to 5: number 1, C, carries -0.148; number 2, C, carries -0.167; number 3, C, carries -0.141; number 4, C, carries -0.222; number 5, C, carries -0.218


(2)
Entry from OMol25: a 3-piece molecular cluster, C10H15N4O overall at a distorted geometry (ωB97M-V with the def2-TZVPD basis set).

Element x y z (Å)
C (1.888131, 3.271627, -2.290744)
C (3.111450, 2.966446, -1.767017)
C (0.751356, 2.578600, -1.761897)
C (3.291380, 2.020563, -0.726670)
C (0.895550, 1.788466, -0.621792)
C (2.195880, 1.507027, -0.098798)
C (-0.208055, 0.952077, -0.026646)
C (1.166652, 0.203060, 1.563089)
C (-1.424839, -3.861700, 0.090602)
C (-1.114053, -2.887514, 0.896263)
N (2.219173, 0.767730, 1.075563)
N (-0.040043, 0.231628, 1.118223)
N (-2.014326, -2.353157, 1.839635)
N (-3.326502, -0.913149, -0.011232)
O (-1.351391, 0.912728, -0.602859)
H (1.682621, 4.033009, -3.079760)
H (3.986020, 3.362617, -2.137353)
H (-0.203870, 2.819967, -2.073975)
H (4.299148, 1.601938, -0.516109)
H (-2.407993, -4.295632, 0.238977)
H (1.482056, -0.373560, 2.389128)
H (-0.710363, -4.271642, -0.563621)
H (-0.268162, -2.255563, 0.484644)
H (3.089451, 0.549915, 1.400453)
H (-1.483261, -1.727400, 2.593158)
H (-2.996783, -1.230763, 0.968997)
H (-2.615811, -2.998793, 2.399558)
H (-2.943673, -1.636712, -0.577762)
H (-2.652781, -0.175809, -0.155499)
H (-4.296961, -0.586005, -0.046556)

Forces on atoms 1 to 2 (eV/Å):
C -2.607 -0.239 0.115
C -0.303 -1.817 1.320

The value obtained for the molar mass is 207.26 g mol⁻¹. Its net charge is +1. The HOMO-LUMO gap is 9.1 eV. For the relative energy (zero: lowest compared OMol25 entry of this formula, charge and spin), the calculation gives 3.7 kJ/mol.

Atom charges from the natural (NBO) analysis, given in e for atoms 1 to 5: number 1, C, carries -0.205; number 2, C, carries -0.151; number 3, C, carries -0.108; number 4, C, carries -0.235; number 5, C, carries -0.182


(3)
Entry from OMol25: a 2-piece molecular cluster, C10H15NO2 overall at a distorted geometry (ωB97M-V with the def2-TZVPD basis set).

Element x y z (Å)
C (-0.659464, -1.898259, -1.419040)
C (-1.809815, -2.120903, -2.331248)
C (-0.539211, -2.823496, -0.218228)
O (-1.289932, -3.720380, 0.052353)
N (0.457155, -2.397025, 0.690084)
H (0.301909, -1.625551, -1.867673)
H (-0.739301, -0.931689, -0.861199)
H (-2.701166, -2.489102, -1.811958)
H (0.568478, -2.993227, 1.505607)
H (0.913149, -1.517788, 0.710245)
H (-1.681164, -3.028168, -2.945894)
H (-2.063932, -1.342166, -3.042608)
C (-1.842618, 1.571734, 0.633058)
C (-0.362150, 1.672431, 0.695550)
C (0.367615, 0.791503, 1.581319)
C (0.324465, 2.639194, -0.073983)
C (1.726800, 0.813747, 1.491870)
C (1.678449, 2.769837, 0.000624)
C (2.392262, 1.827300, 0.795445)
O (3.703332, 1.987660, 0.885354)
H (-2.159135, 2.063053, -0.298765)
H (-2.444501, 2.007470, 1.429369)
H (-0.337033, 0.230988, 2.181853)
H (-0.266641, 3.272314, -0.722565)
H (2.330821, 0.093152, 2.038835)
H (2.220744, 3.463799, -0.626495)
H (4.106720, 1.123175, 1.096191)
H (-2.195837, 0.560395, 0.431897)

Forces on atoms 1 to 2 (eV/Å):
C 0.688 1.813 1.343
C -0.951 -2.017 -0.932

The value obtained for the molar mass is 181.24 g mol⁻¹. Its net charge is +1. The HOMO-LUMO gap (spin up / spin down) is 8.5 / 4.8 eV. The multiplicity is 2. For the relative energy (zero: lowest compared OMol25 entry of this formula, charge and spin), the calculation gives 100.0 kJ/mol.

Atom charges from the natural (NBO) analysis, given in e for atoms 1 to 5: number 1, C, carries -0.496; number 2, C, carries -0.641; number 3, C, carries 0.691; number 4, O, carries -0.560; number 5, N, carries -0.876


Please write out number 2 again, unchanged.
Entry from OMol25: a 3-piece molecular cluster, C10H15N4O overall at a distorted geometry (ωB97M-V with the def2-TZVPD basis set).

Element x y z (Å)
C (1.888131, 3.271627, -2.290744)
C (3.111450, 2.966446, -1.767017)
C (0.751356, 2.578600, -1.761897)
C (3.291380, 2.020563, -0.726670)
C (0.895550, 1.788466, -0.621792)
C (2.195880, 1.507027, -0.098798)
C (-0.208055, 0.952077, -0.026646)
C (1.166652, 0.203060, 1.563089)
C (-1.424839, -3.861700, 0.090602)
C (-1.114053, -2.887514, 0.896263)
N (2.219173, 0.767730, 1.075563)
N (-0.040043, 0.231628, 1.118223)
N (-2.014326, -2.353157, 1.839635)
N (-3.326502, -0.913149, -0.011232)
O (-1.351391, 0.912728, -0.602859)
H (1.682621, 4.033009, -3.079760)
H (3.986020, 3.362617, -2.137353)
H (-0.203870, 2.819967, -2.073975)
H (4.299148, 1.601938, -0.516109)
H (-2.407993, -4.295632, 0.238977)
H (1.482056, -0.373560, 2.389128)
H (-0.710363, -4.271642, -0.563621)
H (-0.268162, -2.255563, 0.484644)
H (3.089451, 0.549915, 1.400453)
H (-1.483261, -1.727400, 2.593158)
H (-2.996783, -1.230763, 0.968997)
H (-2.615811, -2.998793, 2.399558)
H (-2.943673, -1.636712, -0.577762)
H (-2.652781, -0.175809, -0.155499)
H (-4.296961, -0.586005, -0.046556)

Forces on atoms 1 to 2 (eV/Å):
C -2.607 -0.239 0.115
C -0.303 -1.817 1.320

The value obtained for the molar mass is 207.26 g mol⁻¹. Its net charge is +1. The HOMO-LUMO gap is 9.1 eV. For the relative energy (zero: lowest compared OMol25 entry of this formula, charge and spin), the calculation gives 3.7 kJ/mol.

Atom charges from the natural (NBO) analysis, given in e for atoms 1 to 5: number 1, C, carries -0.205; number 2, C, carries -0.151; number 3, C, carries -0.108; number 4, C, carries -0.235; number 5, C, carries -0.182